Record 1
Below is a single C4H9NO molecule, with properties calculated with ωB97M-V/def2-TZVPD.

Results
frontier orbital gap	10.0	eV
net charge	0
SMILES	CC(=O)N(C)C
ΔE to the lowest compared entry with this formula, charge and spin	0.622	eV

Element x y z (Å)
C  1.934  0.398  0.007
C  0.857  -0.666  -0.039
O  1.102  -1.859  -0.028
N  -0.432  -0.196  -0.063
C  -0.756  1.212  -0.021
C  -1.480  -1.208  0.011
H  1.859  0.986  0.923
H  2.883  -0.121  -0.018
H  1.889  1.098  -0.833
H  -1.851  1.311  -0.096
H  -0.417  1.700  0.913
H  -0.323  1.771  -0.859
H  -2.461  -0.728  0.135
H  -1.310  -1.883  0.864
H  -1.495  -1.815  -0.896

***

Record 2
Below is a single C11H12ClN molecule, with properties calculated with ωB97M-V/def2-TZVPD.

Results
frontier orbital gap	9.3	eV
net charge	0
SMILES	C=C=C(CN)Cc1ccc(Cl)cc1
ΔE to the lowest compared entry with this formula, charge and spin	4.475	eV

Element x y z (Å)
C  -2.626  2.509  -0.880
C  -2.809  1.280  -0.394
C  -2.615  0.102  0.141
C  -3.352  -1.286  -0.191
N  -2.269  -2.084  -0.709
C  -1.634  0.135  1.274
C  -0.218  -0.019  0.821
C  0.408  -1.213  0.366
C  1.775  -1.288  0.152
C  2.523  -0.049  0.018
Cl  4.131  0.035  -0.469
C  1.832  1.152  0.287
C  0.480  1.160  0.704
H  -3.163  3.412  -0.412
H  -2.196  2.642  -1.875
H  -3.855  -1.811  0.730
H  -4.157  -1.105  -1.038
H  -1.625  -1.409  -1.163
H  -2.749  -2.774  -1.540
H  -1.625  1.078  1.789
H  -1.923  -0.651  2.105
H  0.008  -2.303  0.314
H  2.242  -2.166  -0.234
H  2.263  2.121  -0.170
H  -0.150  2.066  0.636

***

Record 3
Below is a single C5H13N molecule, with properties calculated with ωB97M-V/def2-TZVPD.

Results
frontier orbital gap	10.3	eV
net charge	0
SMILES	CCCCCN
ΔE to the lowest compared entry with this formula, charge and spin	1.175	eV

Element x y z (Å)
C  2.031  1.326  -0.168
C  0.807  1.127  0.672
C  -0.491  1.058  -0.248
C  -1.477  -0.004  0.187
C  -1.228  -1.514  -0.314
N  0.118  -2.014  -0.030
H  1.883  0.639  -1.039
H  2.980  0.919  0.195
H  2.273  2.262  -0.670
H  0.873  0.220  1.278
H  0.639  1.824  1.530
H  -0.193  1.021  -1.298
H  -0.944  2.059  -0.087
H  -2.456  0.211  -0.257
H  -1.607  0.010  1.266
H  -1.498  -1.448  -1.373
H  -2.028  -2.198  -0.001
H  0.479  -1.361  0.649
H  0.742  -1.928  -0.823

***

Record 4
Below is 7 unconnected molecules or ions with the total composition C19H50N3O15S, with properties calculated with ωB97M-V/def2-TZVPD.

Results
frontier orbital gap	0.9	eV
net charge	-3

Element x y z (Å)
S  -0.281  -2.181  7.226
O  1.176  -1.985  7.162
O  -0.627  -3.437  7.959
O  -0.888  -1.057  7.967
O  -0.888  -2.268  5.873
O  -2.504  -1.805  1.181
C  -2.443  -1.325  2.500
O  -2.198  -0.082  2.628
O  -2.758  -2.002  3.493
H  -2.359  -0.884  0.883
C  -4.058  0.476  -7.695
O  -2.635  0.290  -7.672
C  -1.912  1.517  -7.837
C  -1.855  2.446  -6.634
N  -1.087  1.786  -5.571
C  -1.340  2.468  -4.288
C  -0.609  1.954  -3.084
O  -1.066  0.635  -2.828
C  -0.715  0.143  -1.541
H  -4.568  -0.409  -7.328
H  -4.384  0.766  -8.697
H  -4.239  1.330  -7.038
H  -2.394  2.016  -8.689
H  -0.913  1.323  -8.227
H  -2.870  2.764  -6.387
H  -1.150  3.199  -6.995
H  -1.474  0.852  -5.459
H  -2.417  2.595  -4.132
H  -0.928  3.485  -4.343
H  -0.783  2.588  -2.212
H  0.437  1.888  -3.404
H  -1.071  0.846  -0.782
H  0.367  0.069  -1.388
H  -1.208  -0.822  -1.461
C  0.123  2.391  1.261
O  0.400  3.282  2.341
C  1.696  3.838  2.282
C  1.720  5.336  2.174
N  1.191  5.879  0.897
C  2.143  5.601  -0.160
C  1.613  6.097  -1.517
O  1.712  7.517  -1.667
C  0.615  8.210  -1.124
H  0.322  2.838  0.280
H  -0.951  2.203  1.314
H  0.528  1.378  1.292
H  2.345  3.329  1.563
H  2.106  3.559  3.261
H  2.744  5.640  2.395
H  1.057  5.655  2.982
H  0.277  5.489  0.703
H  2.288  4.527  -0.335
H  3.107  6.066  0.045
H  0.575  5.776  -1.655
H  2.145  5.599  -2.330
H  0.452  8.181  -0.045
H  -0.401  7.943  -1.448
H  0.724  9.238  -1.475
C  -0.001  -3.690  0.114
O  0.901  -3.597  1.205
C  2.235  -3.699  0.834
C  3.062  -3.997  2.116
N  2.846  -5.372  2.537
C  3.205  -5.623  3.956
C  2.941  -7.050  4.402
O  1.588  -7.390  4.185
C  1.389  -8.755  3.978
H  -0.959  -4.050  0.486
H  0.388  -4.369  -0.654
H  -0.262  -2.781  -0.438
H  2.719  -2.798  0.428
H  2.404  -4.410  0.016
H  2.714  -3.254  2.843
H  4.096  -3.689  1.942
H  1.850  -5.566  2.498
H  2.598  -5.011  4.633
H  4.258  -5.344  4.016
H  3.147  -7.300  5.449
H  3.600  -7.720  3.830
H  1.701  -8.973  2.952
H  0.336  -8.977  4.160
H  1.928  -9.361  4.718
O  -3.866  0.712  0.177
H  -3.943  1.085  1.067
H  -4.505  1.200  -0.352
O  -2.656  -4.434  1.928
H  -3.099  -4.968  1.261
H  -2.505  -3.574  1.497

***

Record 5
Below is a molecular structure, C24H42NP3RuSe, with properties calculated with ωB97M-V/def2-TZVPD.

Results
frontier orbital gap (spin up / spin down)	5.7 / 3.1	eV
net charge	+4
ΔE to the lowest compared entry with this formula, charge and spin	1.597	eV
multiplicity	5
<S²>	6.0426

Element x y z (Å)
Ru  0.113  -0.362  0.096
P  -1.012  -2.155  0.446
P  1.814  -0.646  1.598
P  1.337  -1.162  -1.530
H  -2.769  3.518  -5.279
C  -2.853  2.570  -5.820
C  -3.365  1.470  -5.249
H  -3.685  1.478  -4.203
C  -2.624  -1.847  1.235
C  -0.309  -3.552  1.391
C  -1.581  -2.841  -1.147
C  2.923  0.837  1.703
C  1.485  -0.893  3.416
C  3.097  -1.986  1.443
C  0.551  -1.079  -3.167
C  1.933  -2.901  -1.569
C  2.850  -0.181  -1.827
H  -2.626  2.636  -6.888
H  -3.531  0.586  -5.876
H  -2.998  -0.860  0.938
H  -2.535  -1.876  2.328
H  -3.327  -2.613  0.896
H  -0.024  -3.229  2.397
H  0.574  -3.954  0.873
H  -1.087  -4.329  1.449
H  -1.817  -2.011  -1.824
H  -2.495  -3.411  -0.944
H  -0.822  -3.485  -1.599
H  3.748  0.674  2.419
H  2.336  1.708  2.014
H  3.352  1.040  0.710
H  2.379  -1.247  3.949
H  0.690  -1.633  3.567
H  1.172  0.050  3.882
H  3.706  -2.027  2.360
H  3.760  -1.784  0.593
H  2.600  -2.957  1.311
H  1.110  -1.670  -3.902
H  0.538  -0.040  -3.499
H  -0.481  -1.432  -3.142
H  2.304  -3.115  -2.583
H  1.125  -3.603  -1.347
H  2.747  -3.064  -0.858
H  3.258  -0.409  -2.821
H  3.625  -0.375  -1.078
H  2.600  0.889  -1.807
C  0.675  2.796  -2.152
C  -0.511  2.381  -2.756
C  -0.473  1.891  -4.045
C  0.666  2.067  -4.840
C  1.809  2.647  -4.287
C  1.806  3.024  -2.949
Se  0.698  2.882  -0.223
H  -0.736  3.256  -0.056
H  -1.439  2.374  -2.190
H  -1.354  1.391  -4.431
H  0.636  1.748  -5.870
H  2.696  2.801  -4.923
H  2.693  3.453  -2.490
N  -0.873  0.526  1.841
C  -1.249  0.735  2.930
C  -1.654  1.127  4.244
C  -2.866  0.673  4.807
C  -3.242  1.087  6.092
C  -2.388  1.910  6.839
C  -1.161  2.313  6.315
C  -0.792  1.939  5.025
H  -3.518  0.013  4.230
H  -4.204  0.778  6.504
H  -2.682  2.238  7.841
H  -0.470  2.942  6.896
H  0.150  2.279  4.592

***

Copy entry 2 word for word.
Below is a single C11H12ClN molecule, with properties calculated with ωB97M-V/def2-TZVPD.

Results
frontier orbital gap	9.3	eV
net charge	0
SMILES	C=C=C(CN)Cc1ccc(Cl)cc1
ΔE to the lowest compared entry with this formula, charge and spin	4.475	eV

Element x y z (Å)
C  -2.626  2.509  -0.880
C  -2.809  1.280  -0.394
C  -2.615  0.102  0.141
C  -3.352  -1.286  -0.191
N  -2.269  -2.084  -0.709
C  -1.634  0.135  1.274
C  -0.218  -0.019  0.821
C  0.408  -1.213  0.366
C  1.775  -1.288  0.152
C  2.523  -0.049  0.018
Cl  4.131  0.035  -0.469
C  1.832  1.152  0.287
C  0.480  1.160  0.704
H  -3.163  3.412  -0.412
H  -2.196  2.642  -1.875
H  -3.855  -1.811  0.730
H  -4.157  -1.105  -1.038
H  -1.625  -1.409  -1.163
H  -2.749  -2.774  -1.540
H  -1.625  1.078  1.789
H  -1.923  -0.651  2.105
H  0.008  -2.303  0.314
H  2.242  -2.166  -0.234
H  2.263  2.121  -0.170
H  -0.150  2.066  0.636

***

Q: Which of these has the highest net charge?
A: C24H42NP3RuSe

***

Q: Which of these has the highest net charge?
A: C24H42NP3RuSe